Record 1
The following is a DFT calculation (the ωB97M-V functional and the def2-TZVPD basis) of a gas-phase ion, C6H14NO (charge -1) at a distorted geometry.

The structure (SMILES) is NCCCCCC[O-]. The calculation puts the energy above the lowest of the compared OMol25 structures with the same formula, charge and spin at 1.903 eV. The calculation puts the lowest unoccupied orbital energy at 3.340 eV. As for the total charge: -1.

Each line ends with the Mulliken charge.
Geometry (Å):
O (0.54898, 1.09495, 3.59862)  -0.87
N (0.49780, -2.56019, -2.80882)  -0.59
C (0.10891, 0.68978, 0.04442)  -0.72
C (-1.17691, 0.30492, -0.69223)  -0.50
C (-0.09965, 1.54030, 1.36843)  -0.51
C (-0.73558, -0.41539, -1.93613)  -0.40
C (1.00774, 1.52952, 2.46230)  -0.37
C (-0.17428, -1.82815, -1.62536)  -0.39
H (0.11918, -2.46769, -3.72529)  0.18
H (-0.21855, 2.57301, 1.17394)  0.33
H (1.91453, 0.93235, 2.10015)  0.16
H (-1.63611, -0.68423, -2.59740)  0.26
H (-1.81659, 1.11942, -0.90463)  0.34
H (-1.07980, 1.16210, 1.91614)  0.15
H (0.49034, -3.51508, -2.62624)  0.19
H (0.66922, -1.90759, -0.81658)  0.20
H (-0.04378, 0.17702, -2.54235)  0.30
H (-1.74409, -0.36602, 0.02401)  0.24
H (0.63496, -0.12321, 0.36607)  0.39
H (0.70826, 1.18989, -0.68077)  0.29
H (-0.86710, -2.48604, -1.09182)  0.24
H (1.41173, 2.63188, 2.54895)  0.09

Record 2
The following is a DFT calculation (the ωB97M-V functional and the def2-TZVPD basis) of a molecular structure, C2H8N2O2S at a distorted geometry.

The calculation puts the energy above the lowest of the compared OMol25 structures with the same formula, charge and spin at 0.915 eV. The calculation puts the lowest unoccupied orbital energy at 0.481 eV.

Each line ends with the Mulliken charge.
Geometry (Å):
S (-1.10280, 0.54895, 0.49610)  0.95
O (-1.16224, 1.97940, 0.66497)  -0.61
O (-1.24971, -0.36994, 1.57630)  -0.61
N (1.69048, 0.78385, 0.92213)  -0.64
N (-2.22730, 0.01752, -0.65454)  -0.42
C (1.11228, 0.28456, -0.26597)  0.00
C (1.06349, -1.13472, -0.63402)  -0.98
H (-2.39752, 0.42225, -1.50858)  0.18
H (-2.76315, -0.77192, -0.43086)  0.22
H (1.99094, -1.62326, -1.07142)  0.33
H (0.87488, -1.80560, 0.29026)  0.25
H (0.29165, -1.25973, -1.35011)  0.34
H (1.30503, 1.61947, 1.20160)  0.34
H (1.03713, 1.04026, -1.08027)  0.35
H (1.53684, 0.26891, 1.84443)  0.31

Record 3
The following is a DFT calculation (the ωB97M-V functional and the def2-TZVPD basis) of 2 unconnected molecules or ions with the total composition H4N2O3S at a distorted geometry.

The calculation puts the energy above the lowest of the compared OMol25 structures with the same formula, charge and spin at 3.620 eV. The calculation puts the lowest unoccupied orbital energy (spin up / spin down) at -0.551 / -0.524 eV.

Each line ends with the Mulliken charge.
Geometry (Å):
S (-1.61807, 0.49079, -0.43809)  0.51
O (-1.43641, -0.95687, 0.43073)  -0.23
O (-2.26453, 1.35155, 0.51628)  -0.41
O (1.18308, 0.45502, -0.66801)  -0.40
N (1.81713, 1.22374, 0.10863)  -0.20
N (-0.46585, -1.86388, 0.01682)  -0.34
H (-0.67754, -2.53948, -0.70981)  0.25
H (1.42971, 2.26139, -0.05834)  0.29
H (0.22797, -1.30461, -0.29573)  0.27
H (1.80450, 0.88234, 1.09752)  0.27

Record 4
The following is a DFT calculation (the ωB97M-V functional and the def2-TZVPD basis) of a single C4H5N3 molecule at a distorted geometry.

The structure (SMILES) is CNC1=N[C@H]1C#N. The calculation puts the energy above the lowest of the compared OMol25 structures with the same formula, charge and spin at 2.720 eV. The calculation puts the lowest unoccupied orbital energy at 0.569 eV.

Each line ends with the Mulliken charge.
Geometry (Å):
N (2.78747, 1.32289, 1.62862)  -0.40
N (1.59833, -0.55030, -1.13129)  -0.60
N (-0.71449, 0.28137, -0.89207)  -0.15
C (2.20395, 0.47776, 1.09449)  0.21
C (1.47808, -0.56836, 0.38671)  0.03
C (-1.87988, 0.09266, -0.04143)  -0.79
C (0.49455, -0.21735, -0.61533)  0.20
H (-2.75055, -0.09231, -0.67747)  0.31
H (-0.85341, 0.60800, -1.83608)  0.27
H (-1.73954, -0.78747, 0.59187)  0.29
H (-2.07963, 0.96228, 0.59348)  0.28
H (1.45513, -1.52917, 0.89849)  0.36

Record 5
The following is a DFT calculation (the ωB97M-V functional and the def2-TZVPD basis) of a single C4H6O2 molecule at a distorted geometry.

The structure (SMILES) is O=C1CCCO1. The calculation puts the energy above the lowest of the compared OMol25 structures with the same formula, charge and spin at 0.281 eV. The calculation puts the lowest unoccupied orbital energy at 0.858 eV.

Each line ends with the Mulliken charge.
Geometry (Å):
O (-0.77908, 2.23186, -1.07684)  -0.57
O (-0.88016, -0.01301, -1.24552)  -0.35
C (0.44033, 0.89421, 0.48379)  -0.39
C (-0.42106, 1.14210, -0.72385)  0.52
C (0.24226, -0.60907, 0.78293)  -0.41
C (-0.28584, -1.13150, -0.57809)  -0.38
H (-1.05716, -1.90183, -0.49199)  0.28
H (0.01883, 1.72184, 1.06530)  0.25
H (0.51652, -1.51774, -1.21818)  0.24
H (-0.47901, -0.82076, 1.57853)  0.25
H (1.49198, 1.14835, 0.32160)  0.25
H (1.16865, -1.13510, 1.04617)  0.29

Record 6
The following is a DFT calculation (the ωB97M-V functional and the def2-TZVPD basis) of a molecular structure, C4H6O at a distorted geometry.

The calculation puts the energy above the lowest of the compared OMol25 structures with the same formula, charge and spin at 4.252 eV. The calculation puts the lowest unoccupied orbital energy at 0.568 eV.

Each line ends with the Mulliken charge.
Geometry (Å):
O (-0.97802, -0.80735, -1.01114)  -0.52
C (0.58454, -0.83517, 0.05723)  -0.07
C (0.22896, 0.39405, 0.71105)  -0.33
C (1.16360, 0.41424, -0.44270)  -0.52
C (-1.39329, 0.03145, -0.01272)  -0.32
H (0.99504, -1.78850, 0.34355)  0.41
H (2.21204, 0.56668, -0.20963)  0.26
H (0.83246, 0.82331, -1.39415)  0.18
H (0.31944, 0.80487, 1.70292)  0.36
H (-2.06943, -0.53261, 0.64891)  0.27
H (-1.88925, 0.92938, -0.39174)  0.28